# C29H31F3N3O2PS2Sr

A molecular structure, C29H31F3N3O2PS2Sr at a distorted geometry (ωB97M-V/def2-TZVPD, the Open Molecules 2025 dataset).

Positions of all 72 atoms, in Å:
C (-0.940, -0.942, 5.089)
C (-0.927, -0.413, 4.001)
C (-0.650, 0.056, 2.633)
C (0.534, 0.805, 2.332)
C (1.621, 1.208, 3.346)
C (2.111, 0.066, 4.310)
C (2.271, -1.338, 3.649)
S (2.344, -2.588, 5.035)
C (0.679, 1.227, 0.976)
C (-0.296, 0.942, -0.041)
C (-1.495, 0.194, 0.267)
C (-2.525, -0.051, -0.853)
C (-2.741, -1.558, -1.253)
C (-1.710, -2.107, -2.297)
C (-0.443, -2.739, -1.612)
N (-0.692, -4.056, -1.061)
C (-0.270, -5.280, -1.575)
C (-0.727, -6.336, -0.774)
C (-1.492, -5.748, 0.347)
C (-1.387, -4.379, 0.076)
C (-1.640, -0.244, 1.627)
P (-3.125, -1.228, 2.193)
N (-3.855, -0.624, 3.448)
N (-0.133, 1.424, -1.400)
C (0.777, 0.557, -2.214)
C (1.610, 1.339, -3.290)
C (2.266, 0.293, -4.249)
O (2.154, -0.889, -4.111)
O (3.003, 0.764, -5.350)
C (0.196, 2.810, -1.456)
C (-0.519, 3.700, -2.292)
C (-0.224, 5.106, -2.384)
C (0.858, 5.633, -1.636)
C (1.599, 4.769, -0.781)
C (2.802, 5.265, 0.076)
F (3.082, 6.566, -0.171)
F (3.893, 4.578, -0.389)
F (2.602, 5.043, 1.373)
C (1.264, 3.385, -0.674)
S (2.106, 2.209, 0.409)
H (-0.861, -1.326, 6.104)
H (2.508, 1.688, 2.888)
H (1.159, 1.991, 4.000)
H (1.410, 0.009, 5.169)
H (3.099, 0.342, 4.747)
H (3.241, -1.466, 3.122)
H (1.412, -1.652, 3.028)
H (2.063, -1.861, 6.163)
H (-3.511, 0.329, -0.480)
H (-2.325, 0.536, -1.781)
H (-2.828, -2.161, -0.333)
H (-3.744, -1.609, -1.748)
H (-1.462, -1.262, -2.980)
H (-2.213, -2.879, -2.921)
H (0.347, -2.840, -2.383)
H (-0.105, -2.010, -0.839)
H (0.342, -5.455, -2.470)
H (-0.534, -7.407, -0.939)
H (-2.009, -6.227, 1.185)
H (-1.858, -3.681, 0.785)
H (-2.615, -2.540, 2.447)
H (-4.026, -1.353, 1.103)
H (-4.828, -0.430, 3.212)
H (1.461, -0.076, -1.615)
H (0.126, -0.129, -2.799)
H (2.419, 1.953, -2.846)
H (0.926, 1.934, -3.948)
H (3.861, 1.028, -4.972)
H (-1.384, 3.340, -2.901)
H (-0.801, 5.810, -3.013)
H (1.105, 6.701, -1.714)
Sr (-2.355, 3.284, -4.596)

Results
LUMO energy = -9.82 eV
net charge = +2

Population analysis type Mulliken, resulting atomic charges in e: number 1, C, carries -0.033; number 2, C, carries -1.402; number 3, C, carries 0.990; number 4, C, carries 0.164; number 5, C, carries -1.216; number 6, C, carries -0.883; number 7, C, carries -0.196; number 8, S, carries -0.218; number 9, C, carries 1.057; number 10, C, carries -1.746; number 11, C, carries -0.157; number 12, C, carries -0.992; number 13, C, carries -0.403; number 14, C, carries -0.683; number 15, C, carries -0.419; number 16, N, carries 0.353; number 17, C, carries -0.428; number 18, C, carries -0.665; number 19, C, carries -0.673; number 20, C, carries 0.387; number 21, C, carries 1.292; number 22, P, carries 0.532; number 23, N, carries -0.814; number 24, N, carries 0.860; number 25, C, carries -0.025; number 26, C, carries -0.219; number 27, C, carries 0.307; number 28, O, carries -0.400; number 29, O, carries -0.495; number 30, C, carries -2.162; number 31, C, carries 1.916; number 32, C, carries -0.207; number 33, C, carries -0.890; number 34, C, carries 0.138; number 35, C, carries 0.727; number 36, F, carries -0.274; number 37, F, carries -0.222; number 38, F, carries -0.178; number 39, C, carries 0.997; number 40, S, carries -0.419; number 41, H, carries 0.467; number 42, H, carries 0.455; number 43, H, carries 0.337; number 44, H, carries 0.344; number 45, H, carries 0.437; number 46, H, carries 0.382; number 47, H, carries 0.081; number 48, H, carries 0.124; number 49, H, carries 0.605; number 50, H, carries -0.117; number 51, H, carries 0.028; number 52, H, carries 0.378; number 53, H, carries 0.308; number 54, H, carries 0.439; number 55, H, carries 0.257; number 56, H, carries 0.161; number 57, H, carries 0.350; number 58, H, carries 0.393; number 59, H, carries 0.424; number 60, H, carries -0.134; number 61, H, carries 0.157; number 62, H, carries 0.071; number 63, H, carries 0.235; number 64, H, carries 0.282; number 65, H, carries -0.148; number 66, H, carries 0.318; number 67, H, carries 0.122; number 68, H, carries 0.359; number 69, H, carries -0.970; number 70, H, carries 0.147; number 71, H, carries 0.537; number 72, Sr, carries 1.874

# C41H74N10O5S3

A molecular structure, C41H74N10O5S3 at a distorted geometry (ωB97M-V/def2-TZVPD, the Open Molecules 2025 dataset).

Positions of all 133 atoms, in Å:
O (-0.063, 4.097, 1.405)
S (1.194, 3.290, 1.239)
O (0.889, 1.625, 1.157)
S (1.020, 0.870, 2.664)
O (1.853, 3.655, -0.299)
C (3.106, 4.329, -0.062)
S (4.422, 3.261, 0.682)
O (5.740, 3.919, 0.390)
O (4.314, 3.097, 2.154)
H (1.812, 1.601, 3.527)
H (3.476, 4.667, -1.079)
H (2.926, 5.212, 0.612)
H (4.435, 2.054, -0.017)
C (0.266, 8.468, 2.732)
C (0.348, 7.843, 4.119)
C (1.778, 7.489, 4.533)
C (2.368, 6.471, 3.663)
N (2.828, 5.680, 2.969)
H (0.621, 7.779, 1.962)
H (-0.768, 8.726, 2.494)
H (0.865, 9.381, 2.679)
H (-0.283, 6.950, 4.150)
H (-0.063, 8.548, 4.847)
H (1.771, 7.118, 5.561)
H (2.401, 8.387, 4.526)
C (0.921, -3.116, -1.440)
C (0.414, -3.892, -0.230)
C (0.321, -3.038, 1.037)
C (1.632, -2.551, 1.471)
N (2.667, -2.169, 1.797)
H (1.935, -2.742, -1.279)
H (0.942, -3.761, -2.319)
H (0.272, -2.264, -1.658)
H (1.066, -4.753, -0.055)
H (-0.581, -4.286, -0.458)
H (-0.118, -3.633, 1.840)
H (-0.351, -2.192, 0.866)
C (-0.512, -1.358, 5.767)
C (-0.685, -2.633, 6.586)
C (-0.071, -3.861, 5.913)
C (-0.725, -4.174, 4.642)
N (-1.234, -4.399, 3.636)
H (-1.015, -1.432, 4.801)
H (-0.940, -0.508, 6.297)
H (0.547, -1.150, 5.589)
H (-1.750, -2.799, 6.774)
H (-0.209, -2.493, 7.561)
H (-0.164, -4.718, 6.584)
H (0.998, -3.700, 5.749)
C (-1.697, 4.605, -1.991)
C (-1.686, 4.487, -3.510)
C (-0.397, 3.862, -4.046)
C (0.781, 4.683, -3.755)
N (1.702, 5.328, -3.514)
H (-0.894, 5.251, -1.630)
H (-2.644, 5.025, -1.644)
H (-1.580, 3.617, -1.539)
H (-1.838, 5.477, -3.950)
H (-2.532, 3.868, -3.821)
H (-0.485, 3.736, -5.129)
H (-0.263, 2.863, -3.622)
C (-4.894, 2.007, 2.695)
C (-4.881, 1.919, 1.173)
C (-3.594, 1.303, 0.622)
C (-2.415, 2.117, 0.928)
N (-1.488, 2.750, 1.188)
H (-4.092, 2.650, 3.065)
H (-5.841, 2.428, 3.041)
H (-4.776, 1.019, 3.146)
H (-5.029, 2.918, 0.752)
H (-5.729, 1.309, 0.850)
H (-3.684, 1.201, -0.463)
H (-3.461, 0.295, 1.025)
C (2.893, 3.649, -7.606)
C (3.141, 2.150, -7.479)
C (2.037, 1.305, -8.118)
C (0.744, 1.494, -7.459)
N (-0.271, 1.656, -6.943)
H (1.976, 3.947, -7.092)
H (3.718, 4.207, -7.160)
H (2.810, 3.943, -8.655)
H (3.248, 1.891, -6.422)
H (4.090, 1.910, -7.964)
H (2.317, 0.250, -8.058)
H (1.951, 1.550, -9.179)
C (-3.951, 2.971, 7.624)
C (-4.012, 1.614, 8.315)
C (-2.923, 0.650, 7.837)
C (-3.063, 0.318, 6.418)
N (-3.175, 0.072, 5.300)
H (-4.108, 2.879, 6.547)
H (-4.728, 3.630, 8.016)
H (-2.983, 3.451, 7.789)
H (-5.000, 1.172, 8.156)
H (-3.899, 1.762, 9.392)
H (-2.978, -0.270, 8.425)
H (-1.936, 1.084, 8.020)
C (0.676, -8.393, -2.894)
C (-0.702, -7.855, -2.525)
C (-1.375, -7.097, -3.672)
C (-0.629, -5.896, -4.053)
N (-0.034, -4.961, -4.355)
H (1.367, -7.585, -3.143)
H (1.102, -8.947, -2.056)
H (0.615, -9.068, -3.752)
H (-0.613, -7.207, -1.648)
H (-1.341, -8.694, -2.238)
H (-2.383, -6.807, -3.365)
H (-1.485, -7.754, -4.539)
C (0.551, -9.310, 7.353)
C (1.641, -8.442, 6.735)
C (2.234, -7.434, 7.723)
C (1.242, -6.460, 8.182)
N (0.455, -5.705, 8.546)
H (-0.298, -8.709, 7.686)
H (0.179, -10.028, 6.620)
H (0.934, -9.867, 8.211)
H (1.236, -7.920, 5.864)
H (2.443, -9.091, 6.374)
H (3.056, -6.901, 7.238)
H (2.660, -7.960, 8.581)
C (1.316, 0.332, -14.443)
C (0.769, -0.428, -13.241)
C (0.648, 0.442, -11.988)
C (1.949, 0.926, -11.522)
N (2.972, 1.311, -11.167)
H (2.328, 0.701, -14.257)
H (1.359, -0.321, -15.316)
H (0.680, 1.186, -14.689)
H (1.409, -1.291, -13.038)
H (-0.221, -0.817, -13.493)
H (0.180, -0.143, -11.191)
H (-0.012, 1.291, -12.186)

Results
LUMO energy = 0.58 eV

Atomic partial charges in e from the Mulliken method, atoms 1 to 99: number 1, O, carries -0.430; number 2, S, carries 0.568; number 3, O, carries -0.135; number 4, S, carries 0.002; number 5, O, carries -0.265; number 6, C, carries -0.347; number 7, S, carries 0.873; number 8, O, carries -0.636; number 9, O, carries -0.509; number 10, H, carries 0.075; number 11, H, carries 0.345; number 12, H, carries 0.264; number 13, H, carries 0.153; number 14, C, carries -1.034; number 15, C, carries -0.401; number 16, C, carries -0.454; number 17, C, carries 0.241; number 18, N, carries -0.362; number 19, H, carries 0.225; number 20, H, carries 0.316; number 21, H, carries 0.341; number 22, H, carries 0.285; number 23, H, carries 0.309; number 24, H, carries 0.275; number 25, H, carries 0.286; number 26, C, carries -1.190; number 27, C, carries -0.417; number 28, C, carries 0.489; number 29, C, carries 0.175; number 30, N, carries -0.510; number 31, H, carries 0.346; number 32, H, carries 0.263; number 33, H, carries 0.297; number 34, H, carries 0.286; number 35, H, carries 0.294; number 36, H, carries -0.172; number 37, H, carries 0.209; number 38, C, carries -1.099; number 39, C, carries -0.582; number 40, C, carries 0.115; number 41, C, carries 0.196; number 42, N, carries -0.606; number 43, H, carries 0.321; number 44, H, carries 0.157; number 45, H, carries 0.404; number 46, H, carries 0.295; number 47, H, carries 0.377; number 48, H, carries -0.111; number 49, H, carries 0.372; number 50, C, carries -0.924; number 51, C, carries -0.731; number 52, C, carries 0.038; number 53, C, carries 0.273; number 54, N, carries -0.570; number 55, H, carries 0.290; number 56, H, carries 0.394; number 57, H, carries 0.118; number 58, H, carries 0.325; number 59, H, carries 0.366; number 60, H, carries 0.126; number 61, H, carries 0.291; number 62, C, carries -1.067; number 63, C, carries -0.569; number 64, C, carries -0.450; number 65, C, carries 0.089; number 66, N, carries -0.273; number 67, H, carries 0.281; number 68, H, carries 0.405; number 69, H, carries 0.281; number 70, H, carries 0.297; number 71, H, carries 0.345; number 72, H, carries 0.316; number 73, H, carries 0.276; number 74, C, carries -1.038; number 75, C, carries -0.551; number 76, C, carries 0.207; number 77, C, carries 0.259; number 78, N, carries -0.505; number 79, H, carries 0.205; number 80, H, carries 0.346; number 81, H, carries 0.308; number 82, H, carries 0.316; number 83, H, carries 0.345; number 84, H, carries 0.409; number 85, H, carries -0.396; number 86, C, carries -1.008; number 87, C, carries -0.604; number 88, C, carries -0.344; number 89, C, carries 0.283; number 90, N, carries -0.417; number 91, H, carries 0.223; number 92, H, carries 0.336; number 93, H, carries 0.298; number 94, H, carries 0.312; number 95, H, carries 0.339; number 96, H, carries 0.333; number 97, H, carries 0.376; number 98, C, carries -1.173; number 99, C, carries -0.292

Which formula does entry 2 have? C41H74N10O5S3

Which formula does entry 2 have? C41H74N10O5S3